Entry 1:
18
Properties=species:S:1:pos:R:3:mulliken_charge:R:1 method="wB97M-V/def2-TZVPD" lumo_ev=-3.7 total_charge=+1 e_above_lowest_kj_mol=264.53
C -2.6999 0.8937 -0.4454 -0.859
C -2.2098 -0.2351 0.3748 -0.678
C 1.1811 -0.1491 0.5122 -0.250
N 1.3493 1.1117 0.2118 -0.246
N 1.8913 -1.1710 0.0730 0.033
N 3.1776 -0.8073 -0.5867 -0.631
H -2.2236 1.9028 -0.1730 0.212
H -2.4532 0.7524 -1.4432 0.312
H -3.8039 1.1290 -0.2941 0.298
H -1.3988 -0.6799 -0.1483 0.136
H -2.9309 -1.0315 0.4884 0.369
H 0.2626 -0.2713 0.9854 0.652
H 0.5594 1.6880 0.4384 0.263
H 3.6352 -1.5034 -1.1839 0.313
H 1.5879 -2.1713 0.0667 0.283
H 2.0713 1.3800 -0.3769 0.251
H 3.8753 -0.8964 0.1184 0.263
H -1.8709 0.0587 1.3824 0.281

Entry 2:
19
Properties=species:S:1:pos:R:3:mulliken_charge:R:1 method="wB97M-V/def2-TZVPD" lumo_ev=-2.8 total_charge=+1 e_above_lowest_kj_mol=90.71
C 1.1121 0.5653 -0.9529 -0.830
C -0.1564 -1.4980 -0.9450 0.670
N -1.0129 -1.0105 -0.0591 -0.240
N 0.9991 -0.8827 -1.1369 -0.182
N -0.3922 -2.6933 -1.4969 -0.394
H -0.7183 -0.2478 0.5506 0.114
H -1.8603 -1.4818 0.2022 0.228
H 1.6962 -1.3317 -1.7095 0.258
H 0.0004 -3.0368 -2.3579 0.240
H -1.2453 -3.1856 -1.2746 0.220
H 2.0159 0.9359 -1.4124 0.368
H 0.9901 0.8675 0.0820 0.220
H 0.3295 1.0648 -1.5283 0.356
C -0.4691 2.2869 1.8803 -0.599
O -0.0303 0.9223 1.9717 -0.582
H 0.5086 0.8421 2.7659 0.288
H -1.0276 2.3829 0.9472 0.272
H -1.1123 2.5313 2.7133 0.297
H 0.3727 2.9691 1.7603 0.296

Entry 3:
19
Properties=species:S:1:pos:R:3:mulliken_charge:R:1 method="wB97M-V/def2-TZVPD" lumo_ev=-2.9 total_charge=+1 e_above_lowest_kj_mol=248.24
C -1.3526 1.6202 0.5927 -0.932
C -0.4192 0.1325 -1.2745 0.795
N -0.7214 -0.9622 -0.5015 -0.391
N -0.5711 1.3470 -0.6717 -0.206
N -0.1246 -0.0287 -2.5585 -0.454
H -0.7503 -0.8843 0.5378 0.207
H -0.6486 -1.9080 -0.8804 0.213
H -0.5757 2.0139 -1.5157 0.264
H 0.3858 0.6213 -3.0540 0.229
H 0.0639 -0.9783 -2.8948 0.239
H -2.1997 0.9394 0.7883 0.369
H -1.8062 2.6603 0.4930 0.338
H -0.5409 1.8604 1.3552 0.308
C 1.3818 -1.3256 1.8263 -0.682
O 1.5346 -0.5716 0.6490 -0.434
H 2.0222 0.1631 0.8907 0.275
H 2.2779 -2.0614 1.9525 0.219
H 1.3747 -0.6044 2.6260 0.297
H 0.6695 -2.0338 1.6398 0.347

Entry 4:
19
Properties=species:S:1:pos:R:3:mulliken_spin:R:1 method="wB97M-V/def2-TZVPD" lumo_ev="-7.6 / -14.4" total_charge=+2 spin_multiplicity=2 s_squared=0.77 e_above_lowest_kj_mol=26.78
N 3.0154 1.1313 -1.8485 0.710
C 1.9698 0.3717 -1.4762 -0.043
N 2.2428 -0.9317 -1.1034 0.409
O 0.8008 0.7642 -1.4996 -0.015
H 3.9696 0.7853 -1.7836 -0.024
H 2.8279 1.9752 -2.3273 -0.019
H 3.1866 -1.3228 -1.2774 -0.011
H 1.5560 -1.6139 -1.3277 -0.011
C -2.6061 -0.4491 2.0214 0.001
C -2.1362 -0.1302 0.6116 0.001
N -0.6846 0.2350 0.6453 0.005
H -3.6924 -0.5976 2.0023 0.000
H -2.1148 -1.2705 2.4850 0.000
H -2.5161 0.4582 2.6566 0.000
H -2.2285 -1.0394 -0.0801 0.000
H -2.6497 0.7569 0.2052 0.000
H -0.5221 1.0328 1.2691 0.000
H -0.2056 0.4244 -0.2787 -0.002
H -0.2126 -0.5796 1.1060 0.001